{"formula": "H3N2PS", "method": "ωB97M-V/def2-TZVPD", "species": ["S", "P", "N", "N", "H", "H", "H"], "positions_angstrom": [[0.63, -1.00, 0.03], [-4.50, -0.70, -0.16], [-3.15, -0.03, 0.11], [-2.05, 0.52, 0.14], [-1.20, 0.00, 0.20], [1.47, -1.89, -0.33], [1.67, -0.05, 0.08]], "homo_energy_ev": [-8.08, -8.08], "total_charge": 0}

***

{"formula": "C45H54FeN7O3P3", "method": "ωB97M-V/def2-TZVPD", "species": ["Fe", "P", "P", "P", "O", "O", "O", "N", "N", "N", "N", "N", "N", "N", "C", "C", "C", "C", "C", "C", "C", "C", "C", "C", "C", "C", "C", "C", "C", "C", "C", "C", "C", "C", "C", "C", "C", "C", "C", "C", "C", "C", "C", "C", "C", "C", "C", "C", "C", "C", "C", "C", "C", "C", "C", "C", "C", "C", "C", "H", "H", "H", "H", "H", "H", "H", "H", "H", "H", "H", "H", "H", "H", "H", "H", "H", "H", "H", "H", "H", "H", "H", "H", "H", "H", "H", "H", "H", "H", "H", "H", "H", "H", "H", "H", "H", "H", "H", "H", "H", "H", "H", "H", "H", "H", "H", "H", "H", "H", "H", "H", "H", "H"], "positions_angstrom": [[0.75, -0.60, -0.36], [-0.33, -3.79, -0.36], [-1.94, -2.09, -1.98], [0.17, 2.59, -1.08], [0.77, -2.88, -0.86], [-1.14, -0.97, -1.49], [-1.75, -3.33, -0.94], [-0.04, -5.25, -0.94], [-0.07, 3.03, 9.08], [-3.57, -2.11, -2.02], [-0.59, -4.09, 1.24], [2.05, -1.28, 1.30], [-1.46, -2.59, -3.40], [-0.69, -0.25, 1.22], [-0.67, 5.21, -1.63], [-1.38, 6.38, -1.38], [-1.00, 3.23, 1.65], [1.45, 3.03, -5.09], [4.27, 2.83, 0.90], [-1.49, -3.26, 2.04], [0.88, -0.30, 3.12], [-1.19, 4.31, 0.59], [0.41, 2.64, -2.93], [3.18, -1.87, 1.12], [-2.06, 6.44, -0.18], [-4.13, -1.00, -2.84], [1.36, 1.66, 4.60], [1.17, 2.34, 5.80], [-1.94, -0.01, 1.11], [-0.88, -6.42, -0.72], [-0.36, -0.05, 2.54], [-0.58, 4.18, -0.71], [2.47, 4.01, -3.11], [-1.53, 0.27, 3.28], [-1.95, 5.43, 0.76], [0.85, -5.47, -2.07], [-4.41, -2.44, -0.84], [3.37, 3.87, 1.03], [0.94, 0.35, 4.48], [2.15, 3.79, 0.30], [1.39, 3.24, -3.71], [3.92, 1.65, 0.19], [1.85, 2.67, -0.45], [3.96, -1.98, 2.36], [0.35, 0.36, 6.83], [-2.57, 0.30, 2.36], [-0.12, -2.27, -4.01], [0.25, 2.50, 8.08], [0.52, -4.66, 2.06], [3.16, -1.41, 3.28], [1.94, -0.98, 2.61], [0.51, 2.18, -5.71], [2.68, 1.54, -0.46], [0.46, -0.30, 5.63], [-2.19, -3.59, -4.23], [-0.50, 1.78, -3.63], [0.60, 1.72, 6.93], [-0.52, 1.59, -5.00], [2.37, 0.41, -1.33], [-1.79, -6.33, -1.31], [-4.41, -1.65, -0.11], [0.15, -5.44, 2.73], [-2.72, 7.28, 0.07], [1.51, 4.65, 0.28], [1.28, -5.06, 1.41], [-3.20, -3.68, -3.82], [1.82, 2.18, 3.78], [-4.01, -3.37, -0.46], [1.29, 3.45, 5.89], [0.05, -3.00, -4.77], [2.21, 3.59, -5.76], [0.23, -1.39, 5.47], [-0.03, -0.18, 7.69], [3.17, -0.35, -1.37], [-5.40, -2.66, -1.25], [3.57, 4.80, 1.59], [-0.19, 5.16, -2.58], [-1.26, 2.24, 1.31], [-2.27, -3.21, -5.20], [-3.81, -1.05, -3.86], [0.99, -3.88, 2.69], [0.63, 2.17, -6.75], [-0.04, -1.28, -4.49], [-3.64, 0.54, 2.52], [3.31, -1.28, 4.37], [-1.72, -3.73, 2.98], [-0.37, -7.35, -1.09], [0.48, -5.30, -3.08], [-3.82, 0.01, -2.47], [2.03, 0.79, -2.32], [-1.05, -6.46, 0.30], [-1.73, -4.57, -4.29], [4.61, 0.80, 0.30], [-1.42, 7.18, -2.14], [-1.64, 3.48, 2.52], [-2.48, 5.58, 1.75], [-5.24, -1.10, -2.84], [2.10, 4.98, -2.60], [-2.40, 0.01, 0.08], [1.79, -4.93, -2.07], [-1.64, 0.54, 4.31], [3.10, 3.50, -2.36], [5.21, 2.85, 1.45], [0.67, -2.26, -3.25], [-2.39, -3.13, 1.46], [-0.99, -2.31, 2.09], [1.20, -6.46, -2.09], [3.45, -2.30, 0.16], [-1.28, 1.26, -3.05], [4.96, -2.32, 2.53], [0.04, 3.25, 1.96], [-1.28, 0.99, -5.46], [3.24, 4.45, -3.85]], "multiplicity": 5, "homo_energy_ev": [-6.58, -6.97], "total_charge": 0}

***

{"formula": "C5H10O", "method": "ωB97M-V/def2-TZVPD", "species": ["O", "C", "C", "C", "C", "C", "H", "H", "H", "H", "H", "H", "H", "H", "H", "H"], "positions_angstrom": [[1.72, -1.16, 0.42], [2.42, 0.10, 0.46], [-1.48, -0.60, 0.10], [-2.31, 0.63, 0.22], [-0.95, 0.71, -0.41], [1.08, -1.59, -0.63], [-1.04, -1.02, 1.00], [2.45, 0.53, -0.54], [1.20, -0.79, -1.42], [-3.18, 0.73, -0.42], [-2.43, 1.06, 1.21], [-0.89, 0.87, -1.48], [-0.17, 1.22, 0.15], [1.90, 0.76, 1.16], [-1.76, -1.35, -0.63], [3.43, -0.11, 0.83]], "homo_energy_ev": -8.46, "total_charge": 0}

***

{"formula": "C3H3F3O", "method": "ωB97M-V/def2-TZVPD", "species": ["F", "F", "F", "O", "C", "C", "C", "H", "H", "H"], "positions_angstrom": [[1.26, -0.92, 1.23], [-1.80, 0.02, -0.57], [-2.10, 1.28, 1.06], [-0.16, 0.89, 0.38], [-1.32, 0.30, 0.67], [0.98, -0.17, 0.12], [1.35, -0.37, -1.12], [2.26, -0.86, -1.43], [-1.47, -0.55, 1.43], [1.00, 0.39, -1.77]], "multiplicity": 3, "homo_energy_ev": [-6.38, -12.17], "total_charge": 0}

***

{"formula": "C21H24N2O2S", "method": "ωB97M-V/def2-TZVPD", "species": ["S", "O", "O", "N", "N", "C", "C", "C", "C", "C", "C", "C", "C", "C", "C", "C", "C", "C", "C", "C", "C", "C", "C", "C", "C", "C", "H", "H", "H", "H", "H", "H", "H", "H", "H", "H", "H", "H", "H", "H", "H", "H", "H", "H", "H", "H", "H", "H", "H", "H"], "positions_angstrom": [[-2.52, -1.76, 1.93], [-0.33, -1.72, 3.33], [0.33, 0.51, -0.68], [-1.62, 0.64, 0.58], [0.05, -0.78, 1.35], [-2.39, -2.82, 0.43], [-2.57, 0.92, -1.56], [-2.77, 5.60, 0.30], [-0.81, -1.40, 2.27], [3.70, -1.07, 0.26], [1.76, -2.16, -0.82], [3.72, -3.58, -0.11], [4.15, -2.42, 0.84], [1.77, 0.36, -0.58], [-2.07, 3.49, 1.12], [-2.84, 3.68, -1.17], [1.48, -1.00, 1.45], [-3.09, 1.71, -2.57], [-2.21, 4.82, 1.31], [-2.15, 1.50, -0.34], [-3.22, 3.07, -2.37], [-3.05, 5.02, -0.97], [-0.44, 0.11, 0.40], [2.18, -0.98, 0.08], [-2.35, 2.89, -0.13], [2.22, -3.55, -0.39], [3.75, -2.56, 1.82], [-3.45, 5.58, -1.81], [-2.41, -0.13, -1.68], [-2.03, -2.20, -0.42], [4.21, -0.89, -0.69], [2.19, 1.23, -0.03], [4.01, -0.26, 0.92], [-1.79, 2.87, 1.94], [-1.68, -3.63, 0.66], [2.14, 0.41, -1.63], [4.26, -3.47, -1.06], [2.05, -4.26, -1.22], [-2.98, 6.65, 0.48], [2.13, -1.97, -1.85], [1.91, -0.25, 2.07], [1.67, -3.92, 0.51], [-2.01, 5.21, 2.28], [-3.72, 3.64, -3.18], [-3.36, -3.26, 0.21], [3.96, -4.56, 0.27], [-3.40, 1.30, -3.51], [0.69, -2.24, -0.94], [5.23, -2.38, 0.95], [1.73, -1.94, 1.93]], "homo_energy_ev": -7.29, "total_charge": 0}

***

{"formula": "C18H25NO4", "method": "ωB97M-V/def2-TZVPD", "species": ["O", "O", "O", "O", "N", "C", "C", "C", "C", "C", "C", "C", "C", "C", "C", "C", "C", "C", "C", "C", "C", "C", "C", "H", "H", "H", "H", "H", "H", "H", "H", "H", "H", "H", "H", "H", "H", "H", "H", "H", "H", "H", "H", "H", "H", "H", "H", "H"], "positions_angstrom": [[2.25, 2.64, -0.85], [-1.29, 1.15, -2.31], [1.82, 1.81, 1.13], [0.56, 2.42, -2.72], [-3.30, -1.35, 0.26], [1.50, -0.99, 0.90], [-0.91, -1.09, 0.36], [0.21, 1.17, -0.55], [1.88, -2.01, 0.03], [0.21, -0.24, 0.68], [-4.65, -0.81, 0.42], [-3.19, -2.78, 0.05], [-2.20, -0.61, 0.44], [3.43, -1.44, 2.31], [-2.93, 0.99, -4.01], [1.54, 1.94, -0.19], [3.08, -2.71, 0.23], [-0.02, 1.65, -1.99], [3.01, 2.55, 1.48], [3.43, 2.11, 2.85], [3.79, -2.49, 1.43], [2.17, -0.85, 2.12], [-1.68, 1.73, -3.61], [-4.78, -0.27, 1.39], [-0.75, -2.13, 0.07], [3.30, -3.55, -0.44], [0.03, 0.42, 1.59], [-5.35, -1.66, 0.37], [-2.75, -0.08, -4.11], [-2.69, -2.99, -0.90], [-2.65, -3.31, 0.86], [1.26, -2.18, -0.84], [4.01, -1.29, 3.23], [2.77, 3.63, 1.43], [-1.93, 2.82, -3.55], [-2.38, 0.44, 0.66], [2.62, 2.18, 3.55], [-3.37, 1.29, -4.96], [4.74, -3.03, 1.56], [-0.92, 1.57, -4.40], [-4.86, -0.11, -0.41], [3.77, 1.09, 2.80], [-3.74, 1.08, -3.28], [-0.70, 1.65, 0.08], [3.80, 2.34, 0.73], [1.80, -0.21, 2.91], [-4.21, -3.18, 0.00], [4.25, 2.72, 3.20]], "homo_energy_ev": -7.42, "total_charge": 0}

***

Respective relative energy (zero: lowest compared OMol25 entry of this formula, charge and spin) values: 120.6; 77.6; 449.5; 224.0; 181.9; 531.0 kJ/mol.